[1]
{
  "formula": "CH3NS2",
  "method": "wB97M-V/def2-TZVPD",
  "elements": ["S", "C", "N", "S", "H", "H", "H"],
  "positions_angstrom": [[2.459, 0.054, -0.076], [0.892, -0.408, -0.172], [-0.159, 0.474, -0.197], [-1.796, -0.052, -0.165], [0.606, -1.441, -0.365], [0.003, 1.464, -0.242], [-2.005, -0.091, 1.217]],
  "gap_ha": 0.3335,
  "de_lowest_kj_mol": 66.22,
  "charge": 0,
  "smiles": "S=CNS"
}

=====

[2]
{
  "formula": "C22H28N4O4S2",
  "method": "wB97M-V/def2-TZVPD",
  "elements": ["C", "C", "C", "N", "C", "C", "N", "C", "O", "C", "C", "C", "C", "N", "C", "N", "C", "C", "S", "O", "O", "C", "C", "S", "C", "C", "C", "C", "C", "C", "C", "O", "H", "H", "H", "H", "H", "H", "H", "H", "H", "H", "H", "H", "H", "H", "H", "H", "H", "H", "H", "H", "H", "H", "H", "H", "H", "H", "H", "H"],
  "positions_angstrom": [[2.578, 1.184, 2.164], [3.531, 0.077, 1.700], [4.889, 0.203, 2.404], [3.583, 0.063, 0.246], [4.374, 1.098, -0.385], [3.712, 1.563, -1.694], [2.309, 1.830, -1.492], [1.369, 0.916, -1.846], [1.610, -0.037, -2.563], [-0.002, 1.188, -1.327], [-0.856, 0.103, -1.147], [-2.142, 0.272, -0.676], [-2.604, 1.553, -0.388], [-3.893, 1.803, 0.080], [-4.883, 0.924, 0.311], [-4.868, -0.326, 0.157], [-6.069, -1.019, 0.493], [-6.522, -1.910, -0.656], [-8.332, -1.816, -0.580], [-8.808, -2.573, 0.541], [-8.933, -2.055, -1.860], [-8.331, -0.047, -0.149], [-7.214, 0.005, 0.864], [-6.419, 1.640, 0.932], [-1.761, 2.647, -0.580], [-0.473, 2.467, -1.042], [3.706, -1.247, -0.372], [5.040, -1.909, -0.212], [5.467, -2.882, 0.646], [6.839, -3.093, 0.363], [7.146, -2.234, -0.644], [6.067, -1.514, -0.998], [1.628, 1.094, 1.641], [2.399, 1.096, 3.233], [2.993, 2.170, 1.972], [3.089, -0.881, 1.992], [4.758, 0.074, 3.476], [5.335, 1.179, 2.232], [5.576, -0.560, 2.048], [5.402, 0.779, -0.608], [4.425, 1.952, 0.293], [3.779, 0.792, -2.463], [4.211, 2.468, -2.055], [2.089, 2.463, -0.739], [-0.487, -0.882, -1.388], [-2.799, -0.568, -0.533], [-4.115, 2.772, 0.260], [-5.868, -1.642, 1.373], [-6.188, -2.936, -0.555], [-6.221, -1.508, -1.620], [-9.293, 0.256, 0.249], [-8.103, 0.499, -1.061], [-7.603, -0.220, 1.858], [-2.124, 3.644, -0.371], [0.149, 3.333, -1.210], [3.481, -1.133, -1.435], [2.942, -1.895, 0.064], [4.879, -3.387, 1.385], [7.498, -3.788, 0.843], [8.058, -2.044, -1.174]],
  "gap_ha": 0.3124,
  "de_lowest_kj_mol": 155.83,
  "charge": 0,
  "smiles": "CC(C)N(CCNC(=O)c1ccc(NC2=N[C@@H]3CS(=O)(=O)C[C@@H]3S2)cc1)Cc1ccco1"
}

=====

[3]
{
  "formula": "C14H26Br12Cl6",
  "method": "wB97M-V/def2-TZVPD",
  "elements": ["Br", "C", "C", "Br", "H", "H", "H", "H", "Br", "C", "C", "Br", "H", "H", "H", "H", "Br", "C", "C", "Br", "H", "H", "H", "H", "Br", "C", "C", "Br", "H", "H", "H", "H", "Br", "C", "C", "Br", "H", "H", "H", "H", "Br", "C", "C", "Br", "H", "H", "H", "H", "C", "Cl", "Cl", "Cl", "H", "C", "Cl", "Cl", "Cl", "H"],
  "positions_angstrom": [[23.324, -4.784, -17.295], [24.289, -4.753, -19.096], [25.477, -3.852, -19.050], [24.808, -1.988, -19.189], [23.620, -4.429, -19.893], [24.754, -5.731, -19.219], [26.138, -3.962, -19.909], [26.035, -3.840, -18.114], [15.858, -6.372, -23.780], [17.480, -6.353, -24.885], [18.801, -6.278, -24.153], [20.157, -6.316, -25.588], [17.421, -5.546, -25.614], [17.382, -7.255, -25.489], [18.984, -7.179, -23.569], [18.868, -5.389, -23.525], [20.590, 2.582, -17.966], [20.759, 1.073, -19.222], [21.008, 1.588, -20.610], [21.102, 0.105, -21.890], [19.826, 0.511, -19.263], [21.555, 0.380, -18.950], [21.944, 2.138, -20.713], [20.267, 2.318, -20.934], [15.692, -0.041, -14.852], [16.574, -0.738, -16.557], [16.579, 0.241, -17.725], [17.314, -0.746, -19.373], [16.093, -1.651, -16.908], [17.637, -0.903, -16.384], [17.234, 1.075, -17.472], [15.596, 0.635, -17.984], [21.079, -2.144, -17.883], [20.471, -2.858, -19.605], [20.027, -4.257, -19.325], [19.060, -5.113, -20.848], [21.216, -2.735, -20.391], [19.692, -2.162, -19.918], [19.299, -4.274, -18.514], [20.937, -4.835, -19.166], [19.446, -8.158, -14.152], [19.786, -7.323, -15.906], [20.746, -8.152, -16.740], [20.834, -7.706, -18.639], [20.088, -6.275, -15.882], [18.775, -7.329, -16.312], [20.347, -9.166, -16.727], [21.752, -8.134, -16.320], [16.367, -6.661, -19.989], [16.875, -6.412, -18.270], [14.690, -7.151, -20.106], [17.411, -7.996, -20.712], [16.486, -5.703, -20.496], [22.400, -4.859, -23.335], [21.215, -3.528, -23.449], [22.286, -5.624, -21.713], [23.990, -4.184, -23.676], [22.197, -5.552, -24.152]],
  "gap_ha": [0.0759, 0.2799],
  "multiplicity": 2,
  "charge": -1,
  "s_squared": 0.75
}

=====

Which of these has the lowest charge? C14H26Br12Cl6